# 1
{"formula": "C26H32AsN5OSY", "method": "ωB97M-V/def2-TZVPD", "mol_weight_g_mol": 626.47, "orbital_gap_ev": 7.54, "charge": 3, "elements": ["Y", "C", "N", "C", "C", "N", "N", "C", "N", "N", "H", "H", "H", "H", "H", "H", "H", "H", "H", "H", "H", "C", "C", "C", "C", "C", "C", "As", "C", "C", "C", "C", "C", "C", "C", "C", "C", "C", "C", "C", "H", "H", "H", "H", "H", "H", "H", "H", "H", "H", "H", "H", "H", "O", "S", "C", "C", "C", "C", "H", "H", "H", "H", "H", "H", "H", "H"], "xyz": [[0.43, 0.40, 0.43], [0.16, -4.22, -2.88], [-0.39, -3.40, -1.80], [-1.69, -3.81, -1.31], [0.25, -2.36, -1.27], [-0.31, -1.51, -0.42], [1.58, -2.22, -1.64], [2.48, -1.19, -1.50], [3.66, -1.40, -2.09], [2.21, -0.09, -0.84], [0.81, -5.01, -2.49], [0.68, -3.61, -3.62], [-0.68, -4.69, -3.39], [-1.86, -4.85, -1.59], [-2.50, -3.22, -1.74], [-1.74, -3.76, -0.22], [-1.30, -1.76, -0.29], [1.95, -3.03, -2.13], [3.87, -2.25, -2.61], [4.39, -0.71, -2.09], [3.01, 0.55, -0.89], [-0.25, -0.31, 7.80], [-0.03, 0.90, 7.17], [0.01, 0.98, 5.79], [-0.18, -0.19, 5.06], [-0.41, -1.41, 5.68], [-0.43, -1.47, 7.06], [-0.21, -0.22, 3.05], [1.62, -0.88, 2.72], [2.08, -2.18, 2.95], [3.42, -2.47, 2.79], [4.30, -1.48, 2.35], [3.86, -0.20, 2.09], [2.51, 0.13, 2.29], [1.93, 1.49, 2.24], [2.61, 2.69, 1.99], [1.98, 3.90, 2.17], [0.66, 3.96, 2.61], [-0.05, 2.79, 2.84], [0.57, 1.56, 2.67], [-0.30, -0.35, 8.88], [0.11, 1.80, 7.76], [0.20, 1.93, 5.30], [-0.58, -2.30, 5.08], [-0.59, -2.41, 7.56], [1.39, -2.94, 3.30], [3.79, -3.45, 3.02], [5.35, -1.72, 2.23], [4.56, 0.56, 1.79], [3.66, 2.67, 1.70], [2.52, 4.82, 2.00], [0.20, 4.92, 2.80], [-1.08, 2.82, 3.21], [-0.97, 1.93, -0.03], [-2.49, 2.22, -0.25], [-2.55, 3.08, -1.87], [-2.41, 4.56, -1.58], [-3.24, 4.81, -0.33], [-2.79, 3.77, 0.68], [-3.53, 2.85, -2.29], [-1.77, 2.66, -2.51], [-2.76, 5.15, -2.42], [-1.36, 4.82, -1.40], [-4.30, 4.70, -0.55], [-3.09, 5.82, 0.06], [-3.53, 3.57, 1.45], [-1.84, 4.03, 1.14]]}

# 2
{"formula": "C5H14NO2", "method": "ωB97M-V/def2-TZVPD", "mol_weight_g_mol": 120.17, "orbital_gap_ev": 5.83, "charge": -1, "elements": ["C", "C", "N", "C", "C", "C", "O", "H", "H", "H", "H", "H", "H", "H", "H", "H", "H", "H", "H", "H", "H", "O"], "xyz": [[-1.40, -1.04, -1.53], [-0.77, 0.35, -1.46], [-0.10, 0.42, -0.02], [-0.88, 0.95, 1.05], [1.31, 1.09, -0.04], [2.01, 0.81, 1.54], [2.13, 1.84, 2.25], [-1.77, -1.18, -2.53], [-2.34, -1.13, -1.02], [-0.57, -1.84, -1.33], [0.06, 0.16, -2.09], [-1.40, 1.18, -1.66], [-1.72, 1.67, 0.78], [-0.20, 1.25, 1.86], [-1.64, 0.04, 1.41], [1.85, 0.57, -0.85], [1.27, 2.13, -0.26], [3.06, 0.50, 1.24], [1.37, 0.04, 1.98], [-0.07, -1.77, 0.01], [0.23, -3.38, 0.40], [-0.44, -2.67, 0.26]]}

# 3
{"formula": "C6H6OS", "method": "ωB97M-V/def2-TZVPD", "smiles": "OCC1=CC=CC1=S", "mol_weight_g_mol": 126.18, "orbital_gap_ev": 7.50, "elements": ["O", "C", "C", "C", "C", "C", "C", "S", "H", "H", "H", "H", "H", "H"], "xyz": [[0.30, -2.59, 0.06], [0.32, -1.55, -0.86], [0.10, -0.33, -0.19], [-0.04, -0.05, 1.10], [-0.21, 1.43, 1.27], [-0.40, 2.01, 0.06], [-0.30, 1.02, -0.95], [-0.72, 1.12, -2.52], [0.66, -2.12, 0.91], [1.22, -1.50, -1.45], [-0.36, -1.79, -1.53], [0.12, -0.71, 1.88], [-0.12, 1.98, 2.14], [-0.57, 3.07, 0.06]]}

# 4
{"formula": "C2H3NS2", "method": "ωB97M-V/def2-TZVPD", "mol_weight_g_mol": 105.19, "orbital_gap_ev": [6.97, 6.93], "elements": ["C", "C", "N", "S", "S", "H", "H", "H"], "xyz": [[-0.76, 0.45, -0.76], [0.95, 0.27, 0.36], [0.04, -0.52, -0.37], [-3.25, -0.78, 0.05], [-0.01, 1.79, 0.02], [1.11, 0.09, 1.48], [1.87, 0.26, -0.13], [0.06, -1.56, -0.64]]}

# 5
{"formula": "C10H12O4S", "method": "ωB97M-V/def2-TZVPD", "mol_weight_g_mol": 228.27, "orbital_gap_ev": 9.89, "elements": ["C", "C", "C", "C", "C", "C", "C", "C", "C", "C", "O", "O", "O", "O", "S", "H", "H", "H", "H", "H", "H", "H", "H", "H", "H", "H", "H"], "xyz": [[1.95, -0.09, 0.98], [1.68, -0.18, -1.41], [0.80, -0.85, 1.14], [0.53, -0.93, -1.25], [2.41, 0.24, -0.30], [0.11, -1.27, 0.02], [-3.01, 0.75, 0.57], [-4.46, 0.98, 0.49], [3.65, 1.05, -0.48], [-5.20, 0.45, -0.69], [-0.38, -3.70, 0.23], [-2.02, -2.28, -1.10], [-3.53, 2.00, 0.25], [-6.23, -0.16, -0.63], [-1.35, -2.35, 0.19], [2.50, 0.24, 1.84], [2.03, 0.07, -2.40], [0.46, -1.12, 2.13], [-0.05, -1.27, -2.09], [-2.56, 0.66, 1.55], [-2.52, 0.22, -0.24], [-5.03, 1.05, 1.41], [3.40, 2.07, -0.77], [4.24, 1.09, 0.44], [4.27, 0.63, -1.27], [-4.68, 0.66, -1.65], [-0.89, -4.51, 0.39]]}

# 6
{"formula": "CH4NO2S2", "method": "ωB97M-V/def2-TZVPD", "mol_weight_g_mol": 126.18, "orbital_gap_ev": 7.92, "charge": -1, "elements": ["N", "C", "O", "O", "H", "H", "S", "S", "H", "H"], "xyz": [[-1.43, 2.96, -0.13], [-0.41, 1.96, -0.26], [-0.37, 1.16, 0.72], [0.27, 1.97, -1.29], [-1.68, 3.16, 0.82], [-1.25, 3.79, -0.67], [0.00, -2.56, 0.83], [0.91, -1.31, -0.53], [1.08, -2.86, 1.57], [0.36, -0.14, 0.00]]}

# 7
{"formula": "C22H24N6O2ReS2", "method": "ωB97M-V/def2-TZVPD", "mol_weight_g_mol": 654.82, "orbital_gap_ev": [6.47, 6.72], "charge": 2, "multiplicity": 2, "elements": ["Re", "C", "C", "N", "C", "S", "N", "N", "C", "C", "C", "C", "C", "C", "C", "N", "H", "H", "H", "H", "H", "H", "H", "H", "H", "H", "H", "H", "H", "C", "C", "C", "C", "C", "C", "C", "S", "O", "O", "N", "C", "C", "C", "C", "C", "N", "H", "H", "H", "H", "H", "H", "H", "H", "H", "H", "H"], "xyz": [[-0.40, -1.18, -1.00], [3.97, 2.87, -2.06], [4.09, 1.98, -0.83], [3.52, 0.64, -1.03], [2.22, 0.41, -1.16], [1.81, -1.32, -1.52], [1.34, 1.36, -1.06], [0.09, 0.83, -1.31], [-0.84, 1.60, -1.78], [-0.70, 3.07, -1.96], [-2.03, 0.86, -2.26], [-3.19, 1.46, -2.68], [-4.22, 0.66, -3.17], [-4.05, -0.70, -3.26], [-2.86, -1.25, -2.82], [-1.87, -0.49, -2.32], [4.39, 3.85, -1.84], [2.92, 3.01, -2.34], [4.51, 2.45, -2.91], [3.60, 2.43, 0.03], [5.14, 1.83, -0.58], [4.15, -0.13, -1.15], [0.33, 3.37, -1.82], [-1.32, 3.59, -1.23], [-1.04, 3.37, -2.96], [-3.29, 2.54, -2.62], [-5.15, 1.12, -3.49], [-4.83, -1.35, -3.65], [-2.67, -2.31, -2.86], [2.06, 2.62, 4.98], [1.26, 1.68, 4.12], [0.46, 2.17, 3.09], [-0.30, 1.32, 2.32], [-0.25, -0.04, 2.59], [0.54, -0.57, 3.61], [1.30, 0.30, 4.36], [-1.22, -1.14, 1.68], [-1.81, -0.41, 0.50], [-2.11, -1.91, 2.47], [-0.15, -2.08, 0.84], [-0.63, -3.36, 0.43], [-0.93, -4.47, 1.19], [-1.39, -5.58, 0.50], [-1.54, -5.54, -0.88], [-1.24, -4.38, -1.56], [-0.79, -3.30, -0.90], [2.25, 3.57, 4.48], [3.02, 2.18, 5.27], [1.51, 2.84, 5.90], [0.43, 3.23, 2.91], [-0.93, 1.70, 1.52], [0.56, -1.64, 3.81], [1.92, -0.08, 5.16], [-0.80, -4.46, 2.26], [-1.63, -6.49, 1.05], [-1.88, -6.41, -1.43], [-1.32, -4.31, -2.64]]}

# 8
{"formula": "C11H18N4O3S", "method": "ωB97M-V/def2-TZVPD", "smiles": "CSCC[C@H](N)C(=O)N[C@@H](Cc1c[nH]cn1)C(=O)O", "mol_weight_g_mol": 286.36, "orbital_gap_ev": 8.81, "elements": ["C", "S", "C", "C", "C", "N", "C", "O", "N", "C", "C", "C", "C", "N", "C", "N", "C", "O", "O", "H", "H", "H", "H", "H", "H", "H", "H", "H", "H", "H", "H", "H", "H", "H", "H", "H", "H"], "xyz": [[0.99, -4.97, -1.92], [2.35, -4.99, -0.72], [2.82, -3.25, -0.80], [1.79, -2.22, -0.22], [2.32, -0.79, -0.24], [3.55, -0.62, 0.51], [1.30, 0.18, 0.34], [1.29, 0.55, 1.50], [0.34, 0.51, -0.54], [-0.57, 1.62, -0.22], [-1.35, 1.45, 1.13], [-2.67, 2.12, 1.09], [-3.88, 1.65, 1.52], [-4.77, 2.69, 1.34], [-4.08, 3.71, 0.80], [-2.82, 3.38, 0.59], [0.30, 2.89, -0.30], [1.43, 2.92, -0.73], [-0.34, 4.01, -0.09], [0.23, -4.24, -1.60], [1.33, -4.72, -2.96], [0.49, -5.97, -1.91], [3.81, -3.14, -0.27], [3.05, -3.01, -1.87], [1.62, -2.48, 0.84], [0.74, -2.32, -0.66], [2.48, -0.50, -1.30], [3.74, 0.39, 0.58], [3.32, -0.91, 1.47], [0.45, 0.40, -1.54], [-1.28, 1.67, -1.08], [-0.73, 1.82, 1.95], [-1.54, 0.39, 1.36], [-4.18, 0.64, 1.81], [-5.76, 2.61, 1.51], [-4.51, 4.67, 0.50], [-1.29, 3.87, 0.14]]}

# 9
{"formula": "C17H20N2O4", "method": "ωB97M-V/def2-TZVPD", "smiles": "CCOCCCNC(=O)/C(C#N)=C/c1ccc(C(=O)OC)cc1", "mol_weight_g_mol": 316.36, "orbital_gap_ev": 8.43, "elements": ["C", "C", "O", "C", "C", "C", "N", "C", "O", "C", "C", "N", "C", "C", "C", "C", "C", "C", "O", "O", "C", "C", "C", "H", "H", "H", "H", "H", "H", "H", "H", "H", "H", "H", "H", "H", "H", "H", "H", "H", "H", "H", "H"], "xyz": [[0.29, -4.39, 0.30], [-0.49, -3.08, 0.22], [-0.88, -2.72, -1.10], [-1.85, -3.57, -1.66], [-2.48, -2.89, -2.88], [-3.48, -1.80, -2.50], [-2.85, -0.72, -1.77], [-2.87, -0.67, -0.42], [-3.55, -1.38, 0.28], [-1.96, 0.40, 0.14], [-2.59, 1.24, 1.08], [-3.17, 1.89, 1.82], [-0.66, 0.42, -0.22], [0.41, 1.28, 0.25], [1.72, 0.94, -0.11], [2.79, 1.71, 0.30], [2.57, 2.85, 1.08], [3.75, 3.66, 1.49], [4.89, 3.39, 1.20], [3.41, 4.72, 2.23], [4.48, 5.53, 2.67], [1.27, 3.21, 1.43], [0.20, 2.43, 1.02], [-0.35, -5.24, 0.07], [1.12, -4.37, -0.39], [0.67, -4.51, 1.31], [-1.39, -3.13, 0.86], [0.14, -2.25, 0.56], [-1.39, -4.52, -1.97], [-2.63, -3.79, -0.92], [-2.99, -3.64, -3.48], [-1.67, -2.46, -3.49], [-3.95, -1.39, -3.40], [-4.25, -2.21, -1.84], [-2.17, -0.17, -2.27], [-0.34, -0.34, -0.92], [1.90, 0.06, -0.71], [3.80, 1.46, 0.04], [5.17, 4.96, 3.30], [5.04, 5.93, 1.82], [4.04, 6.35, 3.24], [1.10, 4.09, 2.02], [-0.80, 2.72, 1.30]]}

# 10
{"formula": "C3H6AgF2OV", "method": "ωB97M-V/def2-TZVPD", "mol_weight_g_mol": 254.89, "orbital_gap_ev": [6.70, 5.52], "charge": 3, "multiplicity": 4, "elements": ["Ag", "V", "F", "F", "C", "C", "O", "C", "H", "H", "H", "H", "H", "H"], "xyz": [[3.08, 1.12, -3.11], [2.43, 1.50, 0.83], [2.13, 1.79, -1.18], [3.48, -0.02, 0.20], [-1.56, 0.72, -0.05], [-0.50, -0.28, 0.39], [0.59, 0.16, 0.68], [-0.94, -1.70, 0.53], [-1.54, 1.46, 0.76], [-2.59, 0.37, -0.18], [-1.34, 1.25, -0.99], [-1.48, -1.77, 1.50], [-0.16, -2.42, 0.81], [-1.60, -2.17, -0.20]]}

# 11
{"formula": "C2H4FNOS", "method": "ωB97M-V/def2-TZVPD", "mol_weight_g_mol": 109.12, "orbital_gap_ev": [9.08, 7.62], "elements": ["C", "C", "N", "O", "F", "S", "H", "H", "H", "H"], "xyz": [[2.81, -0.01, 0.22], [-1.35, -0.30, -0.64], [-0.88, 0.93, -0.12], [0.71, -0.85, 1.34], [-1.33, 0.97, 1.18], [1.22, 0.14, 0.43], [3.34, 0.66, -0.35], [-0.77, -0.48, -1.57], [-1.21, -1.00, 0.19], [-2.54, -0.05, -0.68]]}

# 12
{"formula": "C27H33NO3", "method": "ωB97M-V/def2-TZVPD", "smiles": "COc1ccc([C@H](CCNCc2ccc(OC(C)C)cc2)c2ccccc2OC)cc1", "mol_weight_g_mol": 419.57, "orbital_gap_ev": 8.87, "elements": ["C", "O", "C", "C", "C", "C", "C", "C", "C", "N", "C", "C", "C", "C", "C", "O", "C", "C", "C", "C", "C", "C", "C", "C", "C", "C", "C", "O", "C", "C", "C", "H", "H", "H", "H", "H", "H", "H", "H", "H", "H", "H", "H", "H", "H", "H", "H", "H", "H", "H", "H", "H", "H", "H", "H", "H", "H", "H", "H", "H", "H", "H", "H", "H"], "xyz": [[-2.34, -7.87, -1.49], [-2.46, -7.00, -0.39], [-2.26, -5.67, -0.59], [-1.92, -5.09, -1.80], [-1.74, -3.71, -1.89], [-1.90, -2.89, -0.79], [-1.69, -1.40, -0.83], [-2.01, -0.77, -2.20], [-2.55, 0.67, -2.09], [-1.77, 1.60, -1.31], [-0.46, 1.93, -1.85], [0.33, 2.73, -0.85], [1.70, 2.54, -0.71], [2.43, 3.26, 0.23], [1.79, 4.17, 1.06], [2.38, 4.92, 2.03], [3.79, 4.93, 2.18], [4.08, 5.53, 3.55], [4.45, 5.76, 1.07], [0.41, 4.36, 0.92], [-0.30, 3.65, -0.02], [-0.27, -1.12, -0.39], [0.79, -1.66, -1.10], [2.11, -1.44, -0.72], [2.37, -0.66, 0.39], [1.33, -0.11, 1.11], [0.01, -0.33, 0.74], [-1.07, 0.19, 1.40], [-0.84, 1.02, 2.51], [-2.23, -3.49, 0.43], [-2.41, -4.85, 0.53], [-2.55, -8.87, -1.10], [-1.32, -7.86, -1.90], [-3.06, -7.63, -2.28], [-1.79, -5.68, -2.69], [-1.49, -3.29, -2.85], [-2.36, -0.95, -0.09], [-2.78, -1.37, -2.69], [-1.12, -0.79, -2.83], [-3.54, 0.63, -1.63], [-2.66, 1.08, -3.10], [-1.67, 1.25, -0.36], [-0.62, 2.53, -2.76], [0.13, 1.04, -2.13], [2.21, 1.82, -1.33], [3.49, 3.08, 0.30], [4.18, 3.90, 2.15], [3.68, 6.54, 3.60], [5.15, 5.56, 3.73], [3.60, 4.93, 4.32], [4.09, 6.79, 1.13], [5.53, 5.75, 1.19], [4.20, 5.36, 0.09], [-0.07, 5.07, 1.57], [-1.37, 3.80, -0.12], [0.59, -2.28, -1.96], [2.92, -1.87, -1.29], [3.39, -0.47, 0.70], [1.56, 0.50, 1.97], [-0.26, 1.91, 2.23], [-0.33, 0.49, 3.32], [-1.83, 1.33, 2.85], [-2.35, -2.87, 1.31], [-2.67, -5.32, 1.47]]}